Version a
Formula: C5H10N
Source: OMol25
Level of theory: ωB97M-V with the def2-TZVPD basis set

Last column: Löwdin spin population.
Positions of all 16 atoms, in Å:
C -0.3282 0.0577 0.2687  0.77
C -1.4775 0.0596 -0.4695  0.77
C 2.1426 -0.8007 -0.0112  0.05
C 1.0151 0.0581 -0.4172  0.11
C -2.8774 -0.0428 0.1327  0.11
N 2.2183 0.7165 0.1951  0.06
H -0.5290 -0.1568 1.3242  0.03
H -1.3612 0.1887 -1.4976  0.04
H 2.1680 -1.4674 0.8982  0.00
H 2.6811 -1.1611 -0.8326  0.00
H 0.8130 0.3591 -1.4758  0.00
H -3.4325 -0.9408 0.0854  0.03
H -2.5515 -0.1698 1.1453  0.00
H -3.4837 0.9052 -0.1070  0.03
H 2.1511 1.1508 1.1241  0.00
H 2.8520 1.2438 -0.3629  0.00

Summary:
Expectation value of S² ... 2.0068
Frontier orbital gap (spin up / spin down) ... 6.30 / 9.08 eV
Multiplicity ... 3
Net charge ... +1
M ... 84.1 g mol⁻¹
LUMO energy (spin up / spin down) ... -3.34 / -6.44 eV

Version b
Formula: C5H10N
Source: OMol25
Level of theory: ωB97M-V with the def2-TZVPD basis set

Last column: Löwdin spin population.
Positions of all 16 atoms, in Å:
C 0.2001 -1.2941 0.1076  0.17
C 1.9408 0.4724 0.3524  0.13
C 1.3246 -0.5160 -0.5485  0.40
C -0.4800 0.0340 0.5103  0.09
C -1.8711 0.2825 -0.0951  0.05
N 0.6130 0.7439 -0.2217  0.58
H -0.3823 -1.7216 -0.6659  0.00
H 0.6461 -1.9206 0.8729  0.07
H 2.0547 0.3176 1.3654  0.03
H 2.5711 1.2288 -0.0272  0.03
H 1.8099 -0.7507 -1.4264  0.03
H -0.4995 0.5562 1.3986  0.02
H -2.4889 -0.4070 0.4120  0.00
H -1.9121 0.1601 -1.1255  0.01
H -2.3887 1.1967 0.0383  0.02
H 0.2675 1.7152 -0.8587  0.38

Summary:
Expectation value of S² ... 2.0057
Frontier orbital gap (spin up / spin down) ... 6.07 / 6.12 eV
Multiplicity ... 3
Net charge ... +1
M ... 84.1 g mol⁻¹
LUMO energy (spin up / spin down) ... -3.03 / -10.85 eV

Relative energies with respect to the most stable structure, expressed in hartree: version a 0.0000; version b 0.1603.